25
Properties=species:S:1:pos:R:3:forces:R:3 method="wB97M-V/def2-TZVPD" charge=+1 e_tot_ev=-39747.9861 orbital_gap_ev="5.355 / 10.590" spin_multiplicity=4 homo_energy_ev="-8.5 / -14.1" e_above_lowest_kj_mol=0.0
Ti 0.1178 0.0344 -0.4609 0.17 -0.29 -0.59
O 1.3178 2.1427 -1.2470 -0.15 -0.18 0.00
H 2.2444 2.3997 -1.1622 -0.11 -0.10 0.14
H 0.8389 2.9729 -1.3587 0.06 -0.10 -0.02
O -0.0651 2.5861 1.6409 -0.09 -0.17 -0.08
H -0.3906 3.0536 0.8653 0.01 0.05 0.12
H -0.5873 1.7665 1.6777 0.16 0.48 -0.02
O 2.0800 -1.8328 -0.5272 -0.20 0.52 0.16
H 2.5549 -1.2354 0.0735 0.04 -0.21 -0.04
H 2.1968 -2.7066 -0.1315 -0.07 0.11 0.02
O 0.8780 -0.1988 -3.1480 -0.08 -0.18 0.64
H 0.7738 -1.1526 -3.2654 0.08 0.12 -0.10
H 1.8347 -0.0625 -3.1090 -0.12 0.02 -0.07
O -1.4942 0.2033 1.7918 -0.33 -0.34 0.05
H -2.2916 -0.2215 1.4430 0.18 0.02 0.08
H -1.6030 0.1956 2.7565 0.18 0.01 -0.21
O -1.1130 -2.0524 -0.0707 -0.05 0.10 -0.22
H -1.7860 -2.1580 -0.7589 0.10 0.01 0.11
H -0.7044 -2.9259 0.0157 0.04 0.19 0.01
O 0.8781 -1.7553 2.6362 -0.16 -0.14 -0.15
H 0.4342 -2.2976 3.3010 0.11 0.07 -0.07
H 0.1872 -1.5024 2.0073 0.04 0.02 0.23
O -1.8160 1.3343 -0.8853 -0.09 0.24 -0.08
H -2.0371 1.6304 -1.7799 0.11 -0.15 0.10
H -2.4482 1.7824 -0.3040 0.18 -0.10 -0.01